# 1
Here is C33H24N3O8S4V as an isolated structure from the OMol25 dataset. Energies are from ωB97M-V/def2-TZVPD.

Atoms and positions in Å:
V1 0.899937 0.075865 -0.437389
O1 0.132459 -3.146051 1.369631
C1 0.282114 -2.078616 1.924052
N1 0.889299 -0.965724 1.406329
S1 0.842734 0.299549 2.417583
O2 0.048034 1.298661 1.706003
O3 2.104236 0.725893 2.948885
C2 -0.043532 -0.505501 3.708956
C3 -0.403724 -0.034341 4.957777
C4 -1.037619 -0.932902 5.805388
C5 -1.277523 -2.250162 5.411220
C6 -0.884221 -2.705902 4.160337
C7 -0.258762 -1.807128 3.313505
H1 -0.200972 0.984806 5.257482
H2 -1.345062 -0.609369 6.791948
H3 -1.769809 -2.926475 6.098660
H4 -1.046632 -3.726673 3.840405
O4 2.585107 1.230316 -0.165183
C8 1.826515 2.048788 -0.786295
N2 1.141819 1.638039 -1.940687
S2 -0.002022 2.730470 -2.286278
O5 -1.267084 2.427126 -1.637128
O6 -0.079278 3.010003 -3.694394
C9 0.710534 4.040535 -1.331823
C10 0.376511 5.377438 -1.269773
C11 1.013786 6.151962 -0.306835
C12 1.937119 5.584280 0.573191
C13 2.254069 4.235682 0.506096
C14 1.629279 3.468650 -0.469058
H5 -0.351008 5.807624 -1.945858
H6 0.790688 7.209194 -0.232840
H7 2.411656 6.209812 1.319095
H8 2.959898 3.773853 1.184023
O7 8.604345 -1.607177 -2.387536
C15 7.831997 -1.717622 -1.270154
O8 8.373542 -1.753937 -0.197638
C16 6.361034 -1.691213 -1.471679
C17 5.747422 -1.871600 -2.712030
C18 4.372008 -1.833198 -2.836422
C19 3.551907 -1.616360 -1.723354
S3 1.813189 -1.614852 -1.909432
C20 4.174004 -1.439959 -0.479186
C21 5.547938 -1.477572 -0.357364
H9 8.031497 -1.458875 -3.148638
H10 6.321391 -2.074262 -3.611886
H11 3.911551 -1.969845 -3.806220
H12 3.561079 -1.266605 0.395352
H13 6.015750 -1.336992 0.607895
N3 -1.029364 -0.690310 -0.850610
S4 -2.372626 -0.262638 -0.131784
C22 -3.319372 -1.774290 0.112135
C23 -2.679707 -2.990966 -0.040981
C24 -3.396073 -4.159264 0.198802
C25 -4.722549 -4.101952 0.590943
C26 -5.348823 -2.870014 0.753447
C27 -4.648341 -1.700694 0.516223
C28 -3.479714 0.548970 -1.275470
C29 -4.186719 1.642671 -0.811348
C30 -5.058512 2.297269 -1.672054
C31 -5.193684 1.864891 -2.980647
C32 -4.461889 0.774888 -3.438742
C33 -3.602774 0.108362 -2.583729
H14 -1.192266 -1.151102 -1.742056
H15 -1.629525 -3.028066 -0.301912
H16 -2.899703 -5.114530 0.087354
H17 -5.274014 -5.015033 0.776784
H18 -6.384424 -2.821326 1.065308
H19 -5.135697 -0.740462 0.634197
H20 -4.029297 2.003672 0.197398
H21 -5.609297 3.161802 -1.324758
H22 -5.858058 2.388603 -3.656131
H23 -4.552776 0.452003 -4.467476
H24 -3.021993 -0.732148 -2.943616

Atomic forces in eV per Å
0.562 0.258 -0.114
0.009 -0.044 -0.033
-0.153 -0.046 0.056
0.188 -0.170 0.299
0.039 0.184 -0.134
0.214 -0.051 0.059
-0.050 -0.028 0.011
-0.126 0.052 0.098
-0.083 -0.096 -0.065
-0.023 -0.004 0.041
0.000 0.016 -0.002
-0.009 0.083 0.007
0.132 -0.057 -0.103
0.005 0.001 -0.003
-0.002 -0.006 -0.004
0.001 0.005 0.005
0.005 0.002 -0.011
-0.361 -0.356 -0.056
-0.428 0.342 -0.321
0.016 -0.126 0.171
-0.018 -0.028 0.049
-0.027 -0.118 -0.071
0.090 0.091 -0.022
-0.099 0.147 -0.100
0.023 0.007 0.049
-0.009 0.067 0.007
0.013 -0.080 -0.006
-0.011 0.063 0.019
0.177 -0.257 0.137
-0.002 -0.023 -0.006
-0.008 -0.006 -0.013
0.001 0.000 0.000
-0.001 0.011 0.002
-0.026 -0.121 -0.045
-0.051 0.504 0.049
0.027 -0.218 0.005
0.037 -0.121 -0.002
-0.026 -0.034 -0.005
0.009 -0.025 -0.022
-0.049 0.123 0.084
-0.165 -0.098 -0.045
0.030 0.020 0.017
-0.042 -0.015 -0.035
0.019 -0.012 0.001
0.037 -0.006 0.018
-0.011 0.005 0.007
0.005 -0.005 0.008
0.016 -0.005 -0.008
-0.130 0.237 -0.028
0.233 -0.031 0.087
-0.097 0.016 -0.047
0.011 -0.036 0.047
0.031 -0.012 0.000
-0.031 0.013 0.005
0.004 -0.009 0.002
-0.004 -0.012 0.001
-0.040 -0.047 -0.021
-0.009 0.047 -0.035
0.014 0.019 0.036
0.000 -0.011 -0.027
0.006 0.002 -0.008
-0.021 0.020 0.023
0.125 -0.018 -0.006
0.000 0.018 -0.004
0.002 0.008 -0.002
0.008 0.001 0.001
0.003 -0.004 -0.005
0.013 0.010 -0.015
0.007 -0.024 0.002
0.005 -0.004 0.001
0.002 -0.005 0.003
-0.003 0.004 0.002
-0.002 -0.009 0.017

## Properties
net charge: -1
frontier orbital gap (spin up / spin down): 6.5293 / 4.8457 eV
strongest force on any atom: 0.6 eV Å⁻¹
⟨S²⟩: 1.236
spin multiplicity: 2

Löwdin atomic charge list, values in e, 4 entries: V 0.64; O 0.07; C -0.50; N -0.16

# 2
Here is C33H28IN4O3PS4Sc as an isolated structure from the OMol25 dataset. Energies are from ωB97M-V/def2-TZVPD.

Atoms and positions in Å:
Sc1 -1.232274 0.663363 0.211154
O1 0.594789 3.488509 2.896859
C1 -0.034672 2.549964 2.391068
N1 0.306292 1.775498 1.359644
C2 1.546512 2.168605 0.713298
C3 1.354779 2.273368 -0.775136
C4 2.349653 2.762282 -1.605385
C5 2.068801 2.948457 -2.950914
C6 0.820494 2.609265 -3.435716
C7 -0.096757 2.053082 -2.559312
N2 0.154408 1.918883 -1.252395
C8 -1.398481 2.231163 2.956622
C9 -1.794438 2.748944 4.180691
C10 -3.068164 2.460374 4.636455
C11 -3.905357 1.683165 3.849070
C12 -3.431623 1.204722 2.639736
N3 -2.196457 1.469143 2.210135
H1 1.883232 3.134950 1.097047
H2 2.350909 1.459730 0.915429
H3 3.318292 3.011026 -1.190630
H4 2.826734 3.342760 -3.616881
H5 0.568613 2.691667 -4.482123
H6 -1.058875 1.691606 -2.905975
H7 -1.092671 3.365376 4.723454
H8 -3.410054 2.837594 5.592430
H9 -4.910689 1.438332 4.162808
H10 -4.030042 0.570802 1.999932
S1 0.416666 -0.648215 -3.901136
S2 -1.452283 -1.460922 -4.155902
S3 -2.805220 -0.111980 -3.442576
S4 -2.994523 -0.483405 -1.390010
O2 -2.813772 -1.419373 1.841985
C13 -1.646414 -1.214052 1.520853
C14 -0.626838 -2.211796 2.018089
C15 -0.827210 -2.933987 3.195366
C16 0.120901 -3.843059 3.618318
C17 1.262929 -4.066087 2.848075
C18 1.454978 -3.368290 1.670880
C19 0.522281 -2.410544 1.263462
P1 0.596867 -1.546011 -0.352979
C20 0.263149 -3.031222 -1.361316
C21 1.240534 -3.749395 -2.044105
C22 0.911380 -4.925504 -2.697567
C23 -0.393050 -5.402031 -2.670239
C24 -1.365889 -4.692909 -1.986568
C25 -1.042741 -3.509998 -1.336363
C26 2.390525 -1.188194 -0.481282
C27 3.084919 -0.839109 0.679008
C28 4.413433 -0.441488 0.626346
C29 5.075251 -0.381041 -0.591222
C30 4.391059 -0.710788 -1.752444
C31 3.061531 -1.103159 -1.703682
H11 -1.741032 -2.765907 3.752448
H12 -0.023301 -4.397099 4.538531
H13 1.995394 -4.797335 3.167771
H14 2.329422 -3.566127 1.062031
H15 2.262062 -3.398983 -2.073581
H16 1.679875 -5.468549 -3.234070
H17 -0.648037 -6.318103 -3.189110
H18 -2.391408 -5.039518 -1.970251
H19 -1.819771 -2.952357 -0.829205
H20 2.587207 -0.866057 1.640922
H21 4.924952 -0.174266 1.543063
H22 6.112750 -0.073009 -0.634740
H23 4.886700 -0.657211 -2.714073
H24 2.520675 -1.319770 -2.617723
N4 -3.883121 3.581829 -1.602681
C32 -2.788324 3.494445 -0.828292
O3 -2.482734 2.440518 -0.297099
C33 -1.964225 4.729433 -0.550507
I1 -1.402874 5.806069 -2.294962
H25 -4.289361 2.691262 -1.861688
H26 -3.996063 4.364550 -2.224123
H27 -1.060906 4.413386 -0.038379
H28 -2.529300 5.412728 0.079337

Atomic forces in eV per Å
-0.389 0.021 -0.283
0.022 -0.057 0.003
-0.008 -0.020 0.087
0.094 0.092 -0.069
-0.036 0.030 -0.001
-0.018 0.087 0.004
-0.039 0.050 0.023
-0.016 -0.008 -0.044
0.017 0.008 0.021
0.028 0.036 0.058
0.032 -0.394 -0.087
-0.023 -0.008 0.016
-0.001 0.009 -0.053
-0.005 -0.001 0.003
-0.011 -0.006 -0.023
-0.015 0.062 -0.020
-0.037 -0.114 0.000
0.004 0.024 0.007
-0.004 -0.034 0.026
-0.006 0.003 0.009
0.002 0.007 0.005
0.006 -0.005 -0.012
0.038 0.045 -0.015
-0.008 -0.003 0.013
0.005 0.008 -0.001
0.004 0.003 0.006
-0.003 0.005 0.012
-0.040 -0.185 -0.012
0.197 0.059 -0.154
-0.145 0.049 0.263
0.087 0.068 0.111
-0.060 -0.026 0.051
0.043 0.010 0.026
0.071 -0.016 -0.018
-0.024 0.035 -0.016
0.019 -0.029 0.020
-0.003 -0.010 0.011
-0.020 0.040 0.017
0.029 -0.113 0.166
0.075 0.267 -0.091
0.079 -0.027 -0.092
-0.046 -0.020 0.064
-0.012 -0.040 -0.011
0.044 -0.008 -0.025
-0.032 0.074 0.044
-0.018 -0.066 -0.072
0.062 0.035 0.023
0.084 -0.061 0.002
-0.009 -0.014 0.015
-0.017 0.003 -0.016
0.024 0.001 -0.037
-0.131 0.050 0.020
-0.006 0.004 -0.004
-0.006 0.002 0.000
0.010 -0.004 -0.002
0.003 0.005 -0.010
-0.010 -0.017 0.006
-0.008 -0.008 -0.012
0.000 -0.002 0.000
0.003 -0.019 -0.007
-0.002 0.038 -0.006
-0.037 -0.028 -0.012
0.013 0.003 -0.004
0.005 0.001 -0.001
0.019 0.012 0.006
-0.003 0.031 -0.011
0.094 -0.040 -0.025
0.027 -0.062 -0.235
0.071 0.128 0.332
-0.076 -0.108 0.129
0.001 0.047 -0.031
-0.028 0.026 -0.024
-0.021 0.002 -0.001
0.038 0.036 -0.045
0.023 0.034 -0.018

## Properties
net charge: -1
frontier orbital gap: 4.9391 eV
strongest force on any atom: 0.5 eV Å⁻¹

Löwdin atomic charge list, values in e, 4 entries: Sc 0.68; O 0.00; C -0.51; N -0.03

# 3
Here is a 10-piece molecular cluster, C24H68N6O10 overall in a non-equilibrium geometry from the OMol25 dataset. Energies are from ωB97M-V/def2-TZVPD.

Atoms and positions in Å:
N1 -1.886793 -0.876509 -6.062002
C1 -1.574217 -0.625027 -4.761322
N2 -2.655587 -0.378169 -3.945757
O1 -0.455740 -0.760754 -4.307159
H1 -2.430258 -0.161593 -6.545312
H2 -0.966358 -0.851113 -6.525650
H3 -2.504000 0.110082 -3.068475
H4 -3.636730 -0.261434 -4.228030
N3 -0.173760 -0.870897 -1.300574
C2 -0.884278 0.136897 -0.681794
N4 -0.659305 0.538836 0.584039
O2 -1.734097 0.747965 -1.339502
H5 -0.284046 -0.779686 -2.325845
H6 0.750184 -1.142748 -0.993162
H7 -0.125000 -0.112365 1.145417
H8 -1.457606 0.984806 1.018471
N5 2.929605 -0.095517 2.644067
C3 2.664126 -1.054047 1.704010
N6 3.310303 -2.252742 1.832070
O3 1.839465 -0.825767 0.805634
H9 2.388366 0.736790 2.720692
H10 3.442943 -0.419849 3.424375
H11 4.162441 -2.083989 2.310484
H12 3.460007 -2.812156 0.957103
C4 -2.549356 3.820953 -2.587414
C5 -1.056542 3.942404 -2.276195
C6 -0.535310 5.356680 -2.151243
O4 -0.830283 3.389241 -0.973809
H13 -3.151084 4.461833 -1.961052
H14 -2.786286 2.750661 -2.360448
H15 -2.750236 4.008512 -3.641287
H16 -0.430232 3.427736 -3.000281
H17 -1.144021 5.853152 -1.385060
H18 -0.535408 5.909546 -3.108513
H19 0.496577 5.439089 -1.836433
H20 -1.237527 2.488946 -1.053473
C7 1.742932 1.647684 -2.601823
C8 2.288471 1.861350 -1.243528
C9 3.738513 2.363429 -1.260286
O5 1.594781 2.874965 -0.498302
H21 0.800647 1.150910 -2.524018
H22 2.346539 0.957443 -3.134790
H23 1.524594 2.443737 -3.300473
H24 2.192418 0.915455 -0.730945
H25 4.199364 2.198228 -0.275435
H26 3.733869 3.365218 -1.668530
H27 4.182570 1.668536 -1.965832
H28 0.634765 2.966000 -0.706206
C10 0.762855 -3.880908 4.259876
C11 0.588390 -2.455901 4.713748
C12 -0.404185 -1.712576 3.915798
O6 0.198800 -2.419831 6.107209
H29 1.652205 -4.355571 4.648573
H30 0.811034 -3.900176 3.167613
H31 -0.156488 -4.462866 4.399102
H32 1.581218 -1.983224 4.647747
H33 -0.176290 -1.554279 2.874253
H34 -0.356475 -0.703131 4.355614
H35 -1.388809 -2.120876 4.003817
H36 0.489003 -1.571830 6.406886
C13 -1.162043 -4.233956 0.649648
C14 -1.099344 -5.452501 -0.259048
C15 -1.429034 -5.161111 -1.710224
O7 0.326835 -5.892398 -0.071010
H37 -2.039725 -3.580225 0.510671
H38 -0.242700 -3.628896 0.476260
H39 -1.076900 -4.491331 1.685298
H40 -1.704968 -6.245476 0.201845
H41 -1.296093 -4.125595 -2.034280
H42 -2.478918 -5.421587 -1.934002
H43 -0.721110 -5.721263 -2.275693
H44 0.491541 -6.221921 0.786389
C16 -4.904335 2.748533 -0.330386
C17 -4.064951 3.287188 0.862153
C18 -4.715233 4.147228 1.896706
O8 -3.480820 2.074036 1.468494
H45 -4.269155 2.203894 -1.014951
H46 -5.445321 3.503214 -0.834425
H47 -5.593122 1.940320 -0.049634
H48 -3.243638 3.847780 0.428558
H49 -4.936398 5.152499 1.451590
H50 -4.060956 4.157158 2.790183
H51 -5.674505 3.709630 2.239941
H52 -4.053085 1.304311 1.486131
C19 -0.058175 2.959370 3.904313
C20 0.679237 3.323630 2.619082
C21 1.393256 4.756193 2.628466
O9 1.482377 2.162002 2.226774
H53 0.624871 2.734408 4.720628
H54 -0.580557 2.014669 3.728796
H55 -0.749339 3.736173 4.258503
H56 -0.123570 3.348961 1.836454
H57 0.673419 5.579148 2.835297
H58 1.961388 5.040706 1.740671
H59 2.164408 4.855583 3.424661
H60 1.727480 2.310074 1.289397
C22 2.196848 -3.797774 -2.434089
C23 3.060559 -4.712474 -1.601043
C24 4.576471 -4.424479 -1.972548
O10 2.840181 -4.492671 -0.218723
H61 1.127582 -4.012567 -2.191480
H62 2.314335 -3.860175 -3.497087
H63 2.308411 -2.750570 -2.172422
H64 2.865582 -5.818601 -1.801613
H65 5.213567 -4.971561 -1.287191
H66 4.801886 -3.361265 -1.861118
H67 4.779684 -4.691850 -3.015821
H68 2.003402 -4.857981 0.103289

Atomic forces in eV per Å
1.411 0.612 -2.255
-1.815 -0.014 1.966
-0.991 0.758 0.281
0.640 0.171 0.008
-0.334 -0.306 0.547
-0.617 -0.561 -0.065
0.671 -0.323 0.215
1.116 -0.348 -0.577
-0.523 0.725 -0.360
0.695 -0.376 -0.568
0.181 -1.168 0.459
-1.009 0.570 -0.843
0.150 -0.368 0.648
-0.134 0.116 0.530
0.302 0.431 0.077
0.036 0.207 -0.047
0.805 -1.986 -0.525
-1.550 1.226 -0.851
0.379 -0.340 -1.021
0.429 -0.535 0.302
-0.677 0.799 -0.196
0.437 0.106 0.821
0.931 -0.459 0.526
-0.700 0.624 1.006
0.845 -1.352 -0.247
0.350 1.025 0.522
-0.385 0.874 -0.521
-1.145 -1.036 -0.454
-0.110 0.244 0.193
-0.150 0.907 -0.377
-0.089 0.094 -0.017
-0.190 -0.411 -0.258
0.086 0.237 -0.317
-0.524 -0.187 0.351
0.288 -0.551 0.306
0.145 0.235 0.541
-1.052 -0.238 -0.785
0.416 2.086 0.808
-0.806 -1.817 -0.155
0.392 -0.262 0.356
-0.836 -0.413 0.109
0.792 -0.772 -0.531
0.511 0.935 0.266
0.211 -0.375 0.371
-0.030 0.627 -0.344
0.326 0.259 0.273
0.846 0.133 -0.134
0.293 -0.122 -0.039
-0.829 -0.298 -0.863
1.120 -0.941 0.564
0.069 1.963 0.152
0.034 -0.909 -0.771
-0.023 -0.262 0.297
0.528 0.288 -0.059
0.219 -0.050 0.723
-0.213 0.088 -0.178
0.383 -0.377 -0.468
-0.677 -0.035 -0.241
-0.657 -0.247 0.181
0.092 0.781 0.589
0.281 1.258 -0.568
1.142 0.495 2.147
-0.246 0.058 0.341
-0.886 0.513 -2.852
0.244 -0.350 -0.024
-0.704 -0.117 -0.277
-0.273 -0.421 0.739
-0.051 0.036 -0.633
0.084 0.095 0.531
0.601 -0.155 0.032
0.148 -0.770 -0.859
-0.330 -0.636 1.597
0.358 -0.783 1.185
-0.183 -2.519 -1.018
-1.022 0.092 0.387
0.908 1.158 0.245
0.497 0.337 -0.236
-0.600 0.870 -0.646
-0.275 0.473 0.542
0.494 -0.192 0.081
0.349 -0.703 0.698
-0.243 0.511 -0.576
0.343 0.207 -0.226
-0.542 0.351 -0.290
0.468 -0.241 0.096
-0.595 0.439 -1.303
0.251 -0.614 1.008
-0.047 1.646 0.732
0.323 0.202 0.132
-0.276 0.246 -0.047
0.138 -0.209 -0.340
0.608 0.396 0.419
0.129 -0.753 -0.224
-0.451 -0.504 -0.386
-0.541 -0.439 -0.115
-0.271 0.090 -0.098
-2.007 -0.167 0.823
1.234 -0.889 -0.933
-1.316 -0.139 0.732
0.928 0.562 0.504
0.625 0.076 -0.349
0.254 -0.365 -0.608
0.452 0.180 0.266
0.074 1.348 -0.067
0.251 -0.205 -0.065
-0.137 0.023 0.058
-0.112 -0.129 0.289
-0.142 -0.041 -0.762

## Properties
frontier orbital gap: 9.8395 eV
strongest force on any atom: 3.0 eV Å⁻¹
SMILES string: NC(N)=O.NC(N)=O.NC(N)=O.CC(C)O.CC(C)O.CC(C)O.CC(C)O.CC(C)O.CC(C)O.CC(C)O

Löwdin atomic charge list, values in e, 4 entries: N 0.13; C -0.68; N 0.16; O 0.03

Among the records above, which one has the highest strongest force on any atom?
C24H68N6O10

What is the formula in the second record?
C33H28IN4O3PS4Sc

Among the records above, which one has the highest strongest force on any atom?
C24H68N6O10

Among the records above, which one has the highest strongest force on any atom?
C24H68N6O10